[1]
Here is the molecule C6H10 from the Open Molecules 2025 dataset. Energies are from the ωB97M-V functional and the def2-TZVPD basis.

- ΔE to the lowest compared entry with this formula, charge and spin (kcal/mol) = 153.2
- F_max (eV Å⁻¹) = 4.78

The geometry in XYZ format:
```
16
C6H10 (the ωB97M-V functional and the def2-TZVPD basis)
C -0.7052 -1.2547 0.6147
C 0.8827 -0.8496 0.8061
C 0.6504 0.6226 0.3169
C 0.9653 1.4884 -1.0091
C -0.3114 0.4737 -0.8248
C -1.5268 -0.1349 -0.1530
H -0.3496 -2.2287 0.0959
H -0.8584 -1.3178 1.6812
H 1.5285 -1.5313 0.2693
H 1.1275 -1.0472 1.9126
H 0.1587 1.1600 1.2744
H 2.0763 1.0542 -1.5601
H 0.8225 2.5444 -0.8356
H 0.1202 -0.6191 -1.1028
H -2.2561 0.4353 0.7556
H -2.0997 -0.5231 -0.9957
```

***

[2]
Here is a structure of composition C24H30CrF7O29P2 from the Open Molecules 2025 dataset. Energies are from the ωB97M-V functional and the def2-TZVPD basis.

- <S²> = 8.7711
- multiplicity = 6
- DFT total energy (a.u.) = -5540.7756
- F_max (eV Å⁻¹) = 7.22

The geometry in XYZ format:
```
93
C24H30CrF7O29P2 (the ωB97M-V functional and the def2-TZVPD basis)
Cr 1.4299 -1.1924 1.3870
P 0.0147 0.3420 0.3241
O -0.6391 -0.8682 1.1253
O 1.1598 -0.4435 -0.4000
O 0.9147 0.7905 1.5611
O -0.9330 1.2257 -0.5832
C 0.8249 -0.1761 -4.3291
C 2.0317 -0.8528 -3.6908
O 3.0983 -0.5417 -4.6344
C 2.6564 0.3920 -5.4780
O 3.4264 1.0103 -6.2994
O 1.3178 0.5762 -5.3556
F 1.7717 -2.1105 -3.6394
H 0.2193 0.4085 -3.6365
H 0.3539 -0.9496 -4.9356
H 2.2705 -0.3724 -2.7419
C -3.3042 -2.2451 2.1850
C -4.1776 -0.9173 2.1038
O -5.0654 -1.2467 3.1107
C -5.2100 -2.5830 3.2208
O -6.0880 -3.1470 3.7512
O -4.2411 -3.1989 2.5368
F -4.7445 -0.5822 0.8863
H -2.4320 -2.2577 2.8385
H -2.8562 -2.5230 1.2310
H -3.6055 -0.0327 2.3832
C -2.9475 3.2968 0.8688
C -3.8347 2.5558 -0.0814
O -4.0213 3.4463 -1.1038
C -3.8785 4.6745 -0.7091
O -4.0739 5.6518 -1.4446
O -3.3273 4.6523 0.5425
F -4.8930 2.0600 0.3862
H -1.9147 3.0247 0.6509
H -3.0946 3.3083 1.9488
H -3.2260 1.7315 -0.4531
C 0.1883 2.5748 3.6592
C 1.0255 1.6157 4.4064
O 0.9416 2.0657 5.7956
C 0.2713 3.2774 5.7970
O -0.0470 3.8283 6.8668
O -0.0323 3.6468 4.5505
F 2.3394 1.8017 4.2515
H -0.7853 2.1197 3.4771
H 0.7850 2.8461 2.7884
H 0.7850 0.5614 4.2700
C 4.2861 3.0264 0.4352
C 3.6579 2.0566 -0.5926
O 4.5652 0.9324 -0.5873
C 5.7010 1.4394 -0.1107
O 6.7802 0.8205 -0.1453
O 5.6035 2.6756 0.2448
F 3.4279 2.5600 -1.8321
H 3.8598 2.7814 1.4080
H 4.0758 4.0747 0.2230
H 2.7475 1.5956 -0.2092
C 0.3520 3.4251 -2.3439
C 0.1822 4.0898 -0.9850
O -0.0266 5.4420 -1.3950
C -0.1132 5.5554 -2.6777
O -0.4409 6.5588 -3.2207
O 0.3808 4.5106 -3.3010
F 1.1971 4.0593 -0.1591
H -0.6258 2.9718 -2.5074
H 0.9598 2.5219 -2.2891
H -0.7114 3.6142 -0.5808
C -1.2223 -2.0604 -1.7127
C -2.7182 -1.6639 -1.9819
O -3.3956 -2.8214 -1.9582
C -2.6255 -3.7612 -2.6073
O -3.0618 -4.8056 -3.1809
O -1.2687 -3.2297 -2.5891
F -2.7847 -0.9015 -3.1177
H -1.0226 -2.3790 -0.6896
H -0.4162 -1.4068 -2.0460
H -2.9965 -0.9834 -1.1771
C -1.1133 -4.4511 1.0973
O -0.1346 -5.0506 0.3882
P 1.4109 -4.5868 0.6260
O 1.6751 -3.3131 1.3927
O 2.0716 -5.8863 1.2583
C 3.0148 -5.8262 2.2580
O 2.1507 -4.7239 -0.8124
C 2.9899 -3.6399 -1.2821
H -1.6024 -5.0953 1.8280
H -1.9030 -4.1515 0.4083
H -0.7692 -3.5696 1.6384
H 2.6046 -6.5022 3.0082
H 3.1232 -4.8942 2.8126
H 3.9853 -6.1037 1.8466
H 2.4728 -2.6970 -1.1045
H 3.2850 -3.7897 -2.3206
H 3.9381 -3.6621 -0.7448
```

***

[3]
Here is a structure of composition C40H50N10 from the Open Molecules 2025 dataset. Energies are from the ωB97M-V functional and the def2-TZVPD basis.

- ΔE to the lowest compared entry with this formula, charge and spin (kcal/mol) = 509.7
- F_max (eV Å⁻¹) = 9.07

The geometry in XYZ format:
```
100
C40H50N10 (the ωB97M-V functional and the def2-TZVPD basis)
N 0.0334 -0.1574 0.8165
C -0.0379 1.0360 0.1552
C 0.5419 0.9051 -1.0616
C 0.8565 -0.4308 -1.2380
C 0.5451 -1.0622 -0.0617
H -0.1676 -0.3243 1.7922
H -0.3382 1.9166 0.7036
H 0.7811 1.6501 -1.8060
H 1.2573 -0.9756 -2.0800
H 0.7498 -2.0908 0.1962
N 1.1800 -1.7799 2.8354
C -0.1668 -2.0756 2.7673
C -0.8041 -0.8594 2.7824
C 0.1666 0.1180 2.9671
C 1.4058 -0.4538 3.0361
H 1.8788 -2.4613 2.5757
H -0.5092 -3.0798 2.5652
H -1.8521 -0.6966 2.5782
H -0.0660 1.1693 3.0517
H 2.3984 -0.0287 3.0182
N -1.2611 0.0228 -2.0467
C -1.1203 -0.4195 -3.3642
C -2.4294 -0.5613 -3.8293
C -3.3030 -0.1423 -2.8242
C -2.5881 0.1991 -1.7589
H -0.5779 0.1934 -1.3226
H -0.1440 -0.6971 -3.7333
H -2.6737 -0.8168 -4.8498
H -4.3684 -0.1313 -3.0009
H -2.8384 0.5340 -0.7631
N -0.4118 4.7275 -2.3864
C 0.3230 3.5456 -2.2418
C 0.6300 3.5117 -0.8759
C 0.1674 4.6749 -0.2349
C -0.4406 5.4310 -1.2033
H -0.7116 5.0807 -3.2838
H 0.5527 2.9717 -3.1274
H 1.0829 2.6520 -0.4047
H 0.1975 4.9315 0.8137
H -0.9528 6.3807 -1.1576
N 2.4810 0.4575 0.6340
C 3.8120 0.1135 0.5656
C 4.4802 1.0959 1.3353
C 3.5557 1.8818 2.0028
C 2.3040 1.4778 1.5445
H 1.7136 0.1326 0.0633
H 4.1522 -0.6849 -0.0773
H 5.5486 1.2298 1.4192
H 3.7929 2.6868 2.6827
H 1.3370 1.8909 1.7906
N 4.6984 -2.4830 -2.1950
C 4.2876 -1.1750 -2.2145
C 3.1273 -1.1350 -1.3930
C 2.9778 -2.4239 -0.8066
C 3.9303 -3.2007 -1.3297
H 5.4661 -2.8994 -2.7022
H 4.6825 -0.4213 -2.8797
H 2.4373 -0.3535 -1.1107
H 2.2729 -2.6358 -0.0163
H 4.2530 -4.2074 -1.1088
N -2.4158 4.0891 -0.8703
C -3.7707 4.1980 -1.1453
C -4.4222 3.1220 -0.5244
C -3.4234 2.3623 0.1315
C -2.2629 2.9771 -0.1072
H -1.6646 4.6498 -1.2464
H -4.0272 4.9843 -1.8399
H -5.4935 3.0045 -0.4540
H -3.5064 1.4702 0.7345
H -1.2906 2.6897 0.2647
N -0.4736 -4.2702 -2.1278
C -1.6406 -4.9853 -2.3976
C -2.7086 -4.0576 -2.1527
C -2.1134 -2.8443 -1.9037
C -0.7536 -2.9814 -1.8684
H 0.4369 -4.6040 -2.4099
H -1.6787 -6.0467 -2.5939
H -3.7691 -4.2614 -2.1438
H -2.6408 -1.9107 -1.7753
H 0.0480 -2.2587 -1.9066
N -1.6379 -4.9086 1.4460
C -1.1503 -4.1521 0.3928
C 0.2622 -3.9481 0.5389
C 0.4877 -4.3923 1.8610
C -0.6567 -4.9837 2.3745
H -2.5409 -5.3609 1.4584
H -1.8417 -3.9594 -0.4142
H 0.9379 -3.5062 -0.1784
H 1.4568 -4.2806 2.3246
H -0.8768 -5.5883 3.2420
N -1.6279 2.5529 3.5271
C -1.0495 2.9152 2.3457
C 0.3323 3.0342 2.4639
C 0.5497 2.9407 3.8021
C -0.6635 2.6156 4.4279
H -2.5872 2.2660 3.6600
H -1.6638 3.0482 1.4674
H 0.9872 3.2059 1.6224
H 1.5024 2.9495 4.3108
H -0.9447 2.4714 5.4606
```

***

[4]
Here is a cluster of 2 separate species, C3H9NO2 in total from the Open Molecules 2025 dataset. Energies are from the ωB97M-V functional and the def2-TZVPD basis.

- <S²> = 0.7542
- multiplicity = 2
- charge = +1
- ΔE to the lowest compared entry with this formula, charge and spin (kcal/mol) = 27.6
- F_max (eV Å⁻¹) = 3.71

The geometry in XYZ format:
```
15
C3H9NO2 (the ωB97M-V functional and the def2-TZVPD basis)
C 0.5417 0.5148 1.6798
N 0.8602 0.3789 3.0798
H 0.5304 1.1754 3.6316
H 1.8698 0.3340 3.2055
H -0.0407 1.4621 -2.7386
H 0.9751 1.4868 1.3225
H -0.5636 0.3517 1.5806
H 1.2930 -0.1349 1.1487
C -0.8251 -1.4999 -1.8825
C -0.9444 0.0277 -1.7837
O 0.0789 0.5218 -2.4945
O -1.6866 0.7143 -1.1324
H -1.4576 -1.9729 -1.1527
H 0.2191 -1.5668 -1.5431
H -0.8504 -1.7929 -2.9211
```